(1)
Here is a molecular structure, C31H36LaN7O5S from the Open Molecules 2025 dataset. Energies are from ωB97M-V with the def2-TZVPD basis set.

Geometry as ORCA input:
```
! wB97M-V def2-TZVPD RIJCOSX def2/J DEFGRID3
* xyz 0 1
La 0.430 -0.570 0.438
S 3.530 -0.510 -0.100
O -2.436 -3.268 2.373
O 1.795 -1.074 2.880
O 2.236 -3.786 -2.135
O 0.920 -2.177 -1.309
O -0.995 -1.580 2.087
N 1.083 1.680 2.062
N 2.725 0.354 -2.495
N -1.603 1.163 1.680
N -1.726 -0.595 -1.062
N 0.219 1.543 -0.957
N 3.993 -1.563 -2.481
N 0.944 -3.240 1.204
C -1.198 2.440 2.084
C -1.655 4.769 2.578
C 2.375 0.232 -3.903
C -4.939 -0.085 -1.473
C -4.097 -0.794 -0.625
C -2.084 3.479 2.204
C -1.394 -2.811 1.948
C 1.633 -3.239 -1.222
C 3.702 -1.868 -3.879
C 2.353 1.908 2.286
C 1.985 4.167 2.948
C -2.879 -1.496 -1.179
C -0.666 1.364 -1.989
C -0.343 5.012 2.855
C 0.416 3.267 -2.419
C 1.489 -3.449 2.547
C -0.442 -3.694 1.133
C 2.450 -2.341 2.924
C -5.388 -0.013 1.254
C 2.859 3.142 2.747
C 0.604 3.967 2.717
C 3.443 -0.571 -4.622
C -4.338 -0.763 0.747
C -1.619 0.287 -1.988
C 3.381 -0.577 -1.819
C -0.572 2.403 -2.912
C 1.779 -3.855 0.177
C -5.992 0.663 -0.966
C 0.860 2.706 -1.223
C -6.213 0.708 0.401
C 0.190 2.687 2.304
H 2.278 1.240 -4.305
H 3.921 3.256 2.904
H -3.719 -1.338 1.423
H -2.307 0.274 -2.841
H -2.581 1.119 1.417
H -1.170 2.522 -3.801
H -0.560 -4.734 1.466
H 4.286 -2.321 -1.889
H 3.121 -0.787 -5.641
H 4.560 -2.396 -4.294
H -1.433 0.405 2.341
H 1.616 3.076 -0.544
H -7.034 1.290 0.799
H 4.363 0.015 -4.683
H 2.868 -2.514 3.922
H 0.664 -3.462 3.265
H -0.004 5.992 3.161
H 2.269 1.075 -1.951
H -6.640 1.209 -1.639
H -3.037 -1.765 -2.230
H -5.568 -0.006 2.321
H 0.978 -1.132 3.394
H 2.330 5.141 3.273
H 2.841 -2.539 -3.898
H 3.278 -2.269 2.217
H -3.136 3.298 2.020
H -4.771 -0.120 -2.543
H -2.675 -2.420 -0.634
H -2.387 5.561 2.660
H 0.752 4.197 -2.847
H 1.396 -0.252 -3.975
H 3.040 1.105 2.050
H 1.978 -4.429 2.631
H 1.601 -4.936 0.092
H -0.759 -3.657 0.085
H 2.826 -3.718 0.457
*
```

Summary:
Energy relative to the best compared isomer or geometry (same formula, charge and spin) in kcal/mol: 0.0
E_HOMO in eV: -7.78
HOMO-LUMO gap in Eh: 0.28439
LUMO energy in eV: 0.0

---

(2)
Here is a molecular structure, C31H36MoN12O2 at a distorted geometry from the Open Molecules 2025 dataset. Energies are from ωB97M-V with the def2-TZVPD basis set.

Geometry as ORCA input:
```
! wB97M-V def2-TZVPD RIJCOSX def2/J DEFGRID3
* xyz 2 3
Mo -0.391 0.062 -0.153
O -1.159 -1.345 0.989
O 1.144 -0.037 -1.493
N -2.406 0.216 -0.975
N -1.165 1.249 1.426
N -0.612 -1.784 -1.494
N -0.260 2.073 -0.846
N 5.452 -0.650 2.772
N -4.615 -0.497 -1.149
N 5.807 -0.776 4.090
N -1.625 -3.493 -2.726
N 1.384 0.061 1.131
N 3.341 0.201 2.083
N -2.927 -1.983 -1.558
N 6.427 -1.874 4.248
C 6.331 -3.337 0.402
C 6.982 -4.138 1.363
C 7.074 -3.748 2.681
C -2.164 -1.454 1.838
C -2.713 -2.708 2.119
C -0.602 2.608 1.479
C 4.756 0.513 2.343
C 0.472 2.028 -4.436
C -1.649 -2.406 -1.934
C 1.062 1.275 -5.418
C 5.864 -1.742 2.066
C -2.674 -0.324 2.498
C 2.610 0.572 1.014
C 6.496 -2.524 3.023
C -3.289 -0.713 -1.209
C 5.755 -2.128 0.728
C 0.461 1.581 -3.101
C -2.825 -4.013 -3.384
C -0.660 3.162 0.077
C -4.277 -1.690 3.675
C -3.753 -2.814 3.019
C 1.088 0.368 -2.751
C 1.727 -0.367 -3.756
C 3.142 1.469 -0.051
C 2.563 -0.574 2.918
C -0.042 2.426 -2.070
C -2.060 0.947 2.306
C -0.330 -4.098 -3.023
C 1.698 0.076 -5.062
C -3.728 -0.460 3.424
C 1.357 -0.658 2.323
H -2.850 1.116 -0.842
H -3.477 -4.554 -2.691
H 5.262 -1.515 -0.017
H -4.168 -3.792 3.233
H 2.945 -0.992 3.835
H -2.292 -3.580 1.634
H -1.674 3.493 -0.159
H -3.385 -3.220 -3.879
H -2.370 1.739 2.988
H -0.493 -5.075 -3.467
H 7.573 -4.353 3.426
H -3.672 -2.646 -1.688
H 7.422 -5.076 1.052
H -1.159 3.236 2.171
H -2.518 -4.718 -4.149
H 0.007 4.016 -0.030
H 3.682 2.307 0.391
H 3.822 0.934 -0.717
H 0.481 -1.188 2.647
H 4.830 1.241 3.147
H -5.085 -1.797 4.385
H 0.009 2.979 -4.679
H 0.429 2.543 1.826
H 2.192 -0.509 -5.829
H 0.248 -3.487 -3.721
H 0.243 -4.243 -2.106
H 0.261 -2.108 -1.884
H -0.216 3.471 -2.329
H -4.973 0.370 -0.789
H -4.093 0.421 3.942
H 6.291 -3.683 -0.623
H 1.062 1.610 -6.445
H 2.255 -1.273 -3.481
H -5.287 -1.205 -1.387
H 5.195 0.921 1.437
H 2.330 1.856 -0.655
*
```

Summary:
E_HOMO (alpha / beta) in eV: -12.79 / -12.79
HOMO-LUMO gap (alpha / beta) in Eh: 0.27397 / 0.24450
LUMO energy (alpha / beta) in eV: -5.3 / -6.1

---

(3)
Here is 3 unconnected molecules or ions with the total composition C31H36N2O8S2 at a distorted geometry from the Open Molecules 2025 dataset. Energies are from ωB97M-V with the def2-TZVPD basis set.

Geometry as ORCA input:
```
! wB97M-V def2-TZVPD RIJCOSX def2/J DEFGRID3
* xyz 0 1
S 2.132 5.070 -0.808
S -6.583 -3.189 -1.350
O -1.910 -0.891 2.630
O 2.217 3.694 -1.233
O 2.853 -0.226 4.488
O -6.681 -3.141 -2.787
O 2.507 -2.298 4.930
O -6.085 -4.357 -0.668
O 3.313 5.885 -0.680
O -1.046 1.278 -1.488
N 4.476 -2.710 -0.276
N 3.353 -1.565 4.627
C -0.778 0.343 -0.779
C 2.253 0.354 2.197
C 1.029 -0.262 2.461
C -7.930 -1.398 0.100
C -2.712 -3.403 -0.829
C 2.504 0.974 0.966
C -8.170 -2.715 -0.649
C -2.352 -2.842 0.387
C -6.760 -0.684 -0.589
C 4.663 -3.455 -1.405
C 0.063 -0.257 1.472
C 3.713 -3.443 0.589
C 1.205 5.154 0.719
C 5.000 -1.369 -0.081
C 0.279 6.351 0.530
C 4.230 -0.383 -0.972
C 3.836 1.611 0.640
C -2.489 -2.776 -2.046
C 4.020 -4.659 -1.275
C 3.336 0.311 3.269
C 4.505 1.082 -0.647
C -5.684 -1.746 -0.790
C -1.262 -0.924 1.619
C 0.298 0.379 0.254
C -1.492 -0.966 -0.847
C -1.728 -1.602 0.375
C 1.503 1.003 -0.014
C -1.865 -1.531 -2.060
C 3.394 -4.643 0.006
C -0.262 6.239 -0.902
C 0.929 5.938 -1.820
H 3.420 -3.103 1.568
H 0.652 5.304 -2.659
H 4.561 -0.556 -1.997
H 2.811 -5.442 0.425
H 0.839 -0.752 3.402
H 1.401 6.848 -2.184
H 4.135 -0.329 2.883
H 3.980 -5.457 -1.994
H -2.770 -3.221 -2.988
H 0.842 7.280 0.643
H 3.760 1.299 3.429
H 5.250 -3.109 -2.238
H 4.942 -1.092 0.967
H 4.521 1.536 1.479
H -7.667 -1.607 1.139
H 5.584 1.166 -0.493
H -2.551 -3.352 1.317
H -7.083 -0.294 -1.557
H -0.523 6.353 1.267
H -0.983 5.420 -0.955
H -8.870 -2.590 -1.472
H 1.894 5.261 1.555
H -8.830 -0.783 0.109
H 6.027 -1.402 -0.439
H -3.176 -4.381 -0.836
H 0.641 4.225 0.813
H 1.687 1.495 -0.955
H -5.203 -2.005 0.153
H -0.775 7.147 -1.212
H 4.294 1.703 -1.513
H 3.177 -0.659 -0.951
H 3.659 2.677 0.504
H -6.389 0.150 0.003
H -4.936 -1.473 -1.529
H -1.632 -0.985 -2.962
H -8.512 -3.507 0.012
*
```

Summary:
Energy relative to the best compared isomer or geometry (same formula, charge and spin) in kcal/mol: 0.0
E_HOMO in eV: -8.17
HOMO-LUMO gap in Eh: 0.28475
SMILES: O=NOCc1cc2c(cc1CCCCn1cccc1)C(=O)c1ccccc1C2=O.O=S1(=O)CCCC1.O=S1(=O)CCCC1
LUMO energy in eV: -0.4

---

(4)
Here is a molecular structure, C31H36N5O10SiW at a distorted geometry from the Open Molecules 2025 dataset. Energies are from ωB97M-V with the def2-TZVPD basis set.

Geometry as ORCA input:
```
! wB97M-V def2-TZVPD RIJCOSX def2/J DEFGRID3
* xyz -1 3
W 0.665 0.449 0.571
Si -3.249 0.429 -1.318
O 0.465 2.299 -0.262
O 0.931 -6.685 1.876
O 0.810 -2.196 -3.407
O 1.892 -1.023 0.071
O 0.810 -0.596 2.253
O -0.003 -0.158 -1.256
O 0.834 -7.016 -0.263
O -1.432 -2.825 -4.161
O 0.512 -2.209 3.732
O -2.308 2.938 0.924
N 0.600 1.989 2.749
N -1.259 0.304 0.763
N 2.739 1.438 0.806
N -0.668 -2.816 -3.164
N 0.703 -6.273 0.731
C -0.061 -4.589 -0.916
C -1.276 -2.412 -1.845
C 2.584 2.292 -1.400
C -0.799 -3.329 -0.781
C -0.852 -1.204 -0.891
C 1.354 -2.154 -0.420
C 2.776 3.546 -3.464
C -2.440 1.870 -2.199
C 3.103 2.040 3.114
C 1.244 2.738 -1.231
C 1.820 2.815 2.833
C 1.489 4.052 -3.246
C 0.295 -4.962 0.504
C 0.213 -4.063 1.575
C -3.968 -0.682 -2.651
C -2.032 -0.531 -0.179
C 3.313 2.691 -2.526
C 3.475 1.051 1.994
C 0.747 3.673 -2.148
C 1.141 -4.137 -1.824
C -0.106 -2.288 -0.002
C -4.726 0.976 -0.292
C 1.974 -3.079 -1.143
C 0.414 1.339 4.068
C -1.967 0.773 1.936
C -0.517 2.912 2.518
C -1.875 2.294 2.116
C 3.317 1.665 -0.306
C 0.579 -3.553 -3.149
C 0.415 -1.857 2.568
C -0.020 -2.699 1.464
H -0.260 4.043 -2.000
H 0.630 -4.214 -4.014
H -4.770 -0.122 -3.142
H -2.334 -2.425 -2.071
H 1.682 3.560 3.629
H 1.032 0.454 4.169
H -0.228 3.575 1.706
H -2.614 2.566 2.873
H -5.507 1.370 -0.950
H -0.604 -5.395 -1.410
H -2.966 2.068 -3.136
H 3.186 0.038 2.270
H 4.328 2.327 -2.640
H -2.439 2.796 -1.621
H -1.405 1.607 -2.431
H 3.018 -2.969 -1.409
H -1.614 0.239 2.820
H 4.387 1.509 -0.466
H 0.640 2.070 4.856
H -0.654 3.539 3.411
H 4.550 1.072 1.798
H 1.742 -5.013 -2.069
H 3.894 2.785 3.226
H 3.343 3.833 -4.338
H 1.057 4.745 -3.957
H 1.918 3.358 1.893
H 0.462 -4.452 2.554
H -4.414 -1.594 -2.241
H -2.586 -1.286 0.393
H -4.464 1.754 0.424
H -0.614 1.024 4.197
H -5.151 0.124 0.247
H 3.029 1.510 4.063
H -3.026 0.544 1.817
H -1.661 2.700 0.242
H -3.244 -0.973 -3.414
*
```

Summary:
Energy relative to the best compared isomer or geometry (same formula, charge and spin) in kcal/mol: 176.2
E_HOMO (alpha / beta) in eV: -3.93 / -3.88
HOMO-LUMO gap (alpha / beta) in Eh: 0.20876 / 0.20612
LUMO energy (alpha / beta) in eV: 1.8 / 1.7

---

(5)
Here is a molecular structure, C31H37BCl5N5O4SSr at a distorted geometry from the Open Molecules 2025 dataset. Energies are from ωB97M-V with the def2-TZVPD basis set.

Geometry as ORCA input:
```
! wB97M-V def2-TZVPD RIJCOSX def2/J DEFGRID3
* xyz 0 1
Sr 0.241 0.691 -0.773
Cl 2.061 -4.074 -2.730
Cl 0.198 2.995 1.385
Cl -2.261 7.797 0.661
Cl -1.385 4.543 -3.544
Cl 2.157 -2.473 -0.231
S -2.173 0.121 2.211
O -2.856 -0.809 -0.496
O -0.113 2.751 -1.507
O 2.338 0.677 -1.776
O -1.572 -2.646 -0.906
N 3.398 0.696 -3.763
N -0.024 -0.590 4.129
N 2.205 0.299 1.500
N 3.480 2.554 -2.340
N -0.504 -0.112 1.862
C 3.043 -0.697 -4.008
C 0.300 -0.375 2.810
C 3.503 0.236 1.181
C -2.541 -3.608 1.040
C -1.024 5.380 0.875
C 2.616 -1.304 3.227
C 1.294 -3.727 -1.155
C 1.784 -0.463 2.511
C -3.860 -1.799 5.316
C -2.394 -0.743 3.713
C -0.601 3.875 -1.039
C -1.738 6.029 -1.319
C 4.331 3.300 -3.267
C -1.496 -1.665 5.745
C -4.707 -1.795 0.702
C 3.082 3.265 -1.123
C 3.054 1.292 -2.602
C -3.768 -1.942 -0.476
C -2.773 -2.049 6.141
C 3.962 -1.349 2.892
C -3.661 -1.161 4.096
C -4.558 -1.877 -1.769
C 4.417 -0.561 1.855
C -0.537 4.208 0.324
C 4.284 1.328 -4.732
C -1.238 4.845 -1.832
C 4.122 2.825 -4.684
C -2.818 -3.158 -0.383
C -1.316 -1.010 4.541
C -1.626 6.294 0.033
C -3.232 -4.338 -1.232
B -1.528 -1.210 -0.866
H -2.911 -2.548 7.092
H 2.222 -1.944 4.007
H 2.348 -1.059 -3.263
H -0.942 5.563 1.938
H 3.930 -1.334 -3.971
H 5.381 3.205 -2.980
H 3.120 3.099 -5.022
H -4.856 -2.100 5.613
H -5.421 -2.625 0.742
H -5.281 -0.871 0.592
H 4.067 4.352 -3.167
H 1.318 -4.634 -0.568
H -2.216 6.742 -1.978
H 4.028 0.934 -5.714
H -2.180 -2.778 1.654
H 3.817 0.837 0.336
H -3.900 -1.954 -2.636
H 0.283 -3.372 -1.308
H -1.765 -4.377 1.009
H -4.217 -4.721 -0.940
H -3.264 -4.070 -2.286
H 3.966 3.547 -0.548
H 5.456 -0.573 1.551
H -0.641 -1.868 6.384
H -4.505 -0.969 3.441
H 5.324 1.047 -4.537
H 2.525 4.164 -1.389
H -4.173 -1.762 1.651
H 2.591 -0.784 -4.996
H -3.423 -4.037 1.525
H -5.066 -0.913 -1.820
H -2.511 -5.149 -1.099
H 0.737 -0.795 4.751
H 4.633 -2.009 3.428
H -5.314 -2.665 -1.833
H 2.430 2.652 -0.513
H 4.846 3.302 -5.345
*
```

Summary:
E_HOMO in eV: -6.28
HOMO-LUMO gap in Eh: 0.22653
LUMO energy in eV: -0.1

---

(6)
Here is a molecular structure, C31H37CoIN6O9P3 from the Open Molecules 2025 dataset. Energies are from ωB97M-V with the def2-TZVPD basis set.

Geometry as ORCA input:
```
! wB97M-V def2-TZVPD RIJCOSX def2/J DEFGRID3
* xyz -1 2
I -2.650 5.280 -6.400
Co -0.526 0.245 0.162
P -1.641 -1.057 -2.643
P 1.343 -0.652 -2.088
P -1.025 -2.430 2.077
O -1.738 0.258 -3.570
O 2.608 -0.531 -3.100
O 0.976 0.673 -1.567
O -1.226 2.038 -0.366
O 0.330 -1.478 -4.429
O -1.679 -0.596 -1.223
O 2.033 -1.529 -0.950
O -2.519 -2.150 -3.116
O -3.217 2.901 0.214
N -0.542 -1.396 1.093
N 2.451 1.610 3.029
N 0.922 0.843 1.412
N 0.385 2.622 2.844
N -1.694 1.629 2.878
N -1.441 3.892 2.156
C -1.291 3.242 -2.827
C -1.357 3.815 -4.088
C -2.350 -1.978 3.253
C -4.706 -1.741 3.735
C -2.380 3.301 -1.967
C 2.673 -3.362 3.502
C 0.289 -3.102 3.187
C -4.403 -1.057 4.904
C 2.444 1.580 4.487
C -2.386 -6.249 1.146
C -2.292 2.674 -0.584
C -2.535 4.427 -4.487
C 0.218 -3.122 -2.678
C 3.484 0.774 2.455
C -1.704 -3.940 1.277
C -2.702 -4.800 -0.750
C -3.684 -2.201 2.916
C 1.150 -4.214 5.153
C 2.450 -4.019 4.707
C 0.077 -3.758 4.396
C -2.060 -1.270 4.416
C -1.838 -5.195 1.865
C -1.007 2.651 2.599
C -3.640 4.480 -3.652
C 0.115 -1.634 -3.012
C -3.550 3.919 -2.385
C 1.598 -2.904 2.754
C -2.142 -3.752 -0.032
C -3.078 -0.821 5.242
C -2.818 -6.052 -0.161
C 1.220 1.625 2.374
H -0.182 -3.335 -1.684
H -2.355 3.797 1.710
H 1.591 0.089 1.321
H 1.739 -2.368 1.820
H -0.410 2.707 -2.496
H -0.933 -3.900 4.763
H -0.398 -3.652 -3.401
H 1.166 -1.027 -4.584
H 3.287 -4.372 5.298
H -0.509 3.771 -4.760
H -2.837 -0.262 6.139
H -5.738 -1.914 3.456
H 1.552 2.068 4.866
H 2.908 0.387 -3.134
H -4.389 3.950 -1.703
H -1.505 -5.360 2.883
H 0.970 -4.715 6.096
H -3.049 -4.621 -1.761
H 4.427 0.998 2.954
H -2.477 -7.226 1.606
H -3.250 -6.876 -0.717
H -2.645 1.738 2.528
H 1.891 -2.480 -1.018
H 1.244 -3.501 -2.765
H -2.051 -2.760 -0.463
H 3.325 2.096 4.873
H -0.797 4.294 1.487
H -1.738 0.002 -4.500
H -4.556 4.950 -3.984
H -5.200 -0.696 5.542
H 2.453 0.547 4.858
H 3.599 0.988 1.393
H 3.687 -3.206 3.151
H 3.277 -0.298 2.583
H -1.030 -1.040 4.661
H -3.926 -2.729 2.001
H 0.839 3.507 3.003
*
```

Summary:
E_HOMO (alpha / beta) in eV: -4.81 / -4.73
HOMO-LUMO gap (alpha / beta) in Eh: 0.25703 / 0.25421
LUMO energy (alpha / beta) in eV: 2.2 / 2.2